ORCA calculation (wB97M-V/def2-TZVPD) on a cluster of 6 separate species, C59H64FNO8S in total.

The geometry in XYZ format:
```
134
Properties=species:S:1:pos:R:3:lowdin_charge:R:1
C 2.99115 -3.48365 1.20161 -0.062
C 2.11266 -2.81905 0.05415 -0.255
O 1.28154 -3.80856 -0.55689 -0.172
C 0.20471 -3.25207 -1.34347 -0.127
C 0.51230 -1.85939 -1.98588 -0.056
C 1.26388 -1.79100 -3.25578 -0.045
C 1.74318 -3.04982 -4.04375 -0.077
C 2.59340 -4.09020 -3.21086 -0.140
O 1.80200 -5.30994 -3.10059 -0.083
C 2.42465 -6.24840 -2.27272 -0.430
O 3.51384 -6.65568 -2.60991 0.109
C 1.76084 -6.82612 -0.97630 -0.120
C 0.19084 -7.00868 -1.11163 -0.095
C 1.54105 -0.43900 -3.82904 -0.146
N 2.26953 -0.39842 -5.06247 0.089
C 1.09312 0.78810 -3.16082 0.007
C 0.35506 0.66120 -1.87336 -0.002
C 0.03510 -0.63982 -1.26976 -0.055
C -0.74136 -0.70671 0.08826 -0.139
O -2.10771 -0.29389 0.00159 -0.087
C -3.00571 -1.34064 0.19596 -0.202
C -3.00333 -2.27757 1.31608 0.016
C -3.98824 -3.36009 1.49059 -0.236
C -3.87478 -4.34582 2.71126 -0.072
C -5.07160 -3.50172 0.51408 -0.044
C -5.08903 -2.56967 -0.61493 -0.021
C -4.09455 -1.49560 -0.80037 -0.102
C -4.29563 -0.56642 -2.03603 -0.338
C -5.11343 0.73763 -1.59561 -0.058
C -2.97879 -0.23767 -2.85357 -0.056
C -0.04083 2.01856 -1.21075 -0.272
O -1.05221 2.21284 -0.58483 0.111
C 0.99517 3.18150 -1.47047 -0.135
S 1.26694 4.35254 -0.08421 0.753
O 0.73736 5.67027 -0.34029 -0.239
O 2.70483 4.33860 0.14785 -0.302
F 0.61110 3.68429 1.26331 -0.168
C 1.65465 3.31510 -2.64598 0.081
C 1.36961 2.21155 -3.73458 -0.286
O 1.34251 2.48759 -4.90709 0.119
H 3.85617 -2.78726 1.40620 0.081
H 3.43969 -4.45649 0.88054 0.072
H 2.43332 -3.58174 2.16605 0.078
H 1.55763 -1.97946 0.54703 0.113
H 2.86542 -2.37459 -0.66622 0.121
H 0.00793 -3.97482 -2.18130 0.118
H -0.71756 -3.24278 -0.70080 0.129
H 2.32694 -2.81527 -4.96753 0.109
H 0.82021 -3.59864 -4.40071 0.142
H 3.50292 -4.37499 -3.81181 0.132
H 2.96158 -3.71098 -2.22760 0.116
H 1.96841 -6.19470 -0.06989 0.101
H 2.17529 -7.84326 -0.72944 0.124
H 0.00046 -7.91341 -1.76236 0.074
H -0.29176 -6.13391 -1.61729 0.059
H -0.31018 -7.23266 -0.13077 0.082
H 2.50937 0.55483 -5.34461 0.077
H 3.17769 -0.85210 -4.89070 0.103
H -0.57709 -1.71258 0.54286 0.102
H -0.22579 0.03164 0.77525 0.147
H -2.19836 -2.18872 2.08636 0.116
H -4.75384 -4.10165 3.37737 0.085
H -3.96382 -5.41765 2.39515 0.078
H -2.91248 -4.18204 3.25678 0.071
H -5.86886 -4.27374 0.59122 0.104
H -5.93307 -2.67957 -1.34588 0.108
H -4.98763 -1.11030 -2.74397 0.119
H -6.20872 0.56601 -1.80780 0.076
H -5.05542 0.88586 -0.47867 0.084
H -4.80536 1.65599 -2.15432 0.073
H -2.12104 -0.90409 -2.60298 0.063
H -3.25038 -0.32122 -3.94721 0.086
H -2.75285 0.85599 -2.69257 0.076
H 2.36132 4.16510 -2.81243 0.149
C -1.78313 -7.73498 -4.37334 -0.097
C -2.73427 -8.43805 -5.10276 -0.097
C -2.34407 -9.21748 -6.18494 -0.098
C -1.00248 -9.29061 -6.54065 -0.097
C -0.05246 -8.58034 -5.81679 -0.089
C -0.44217 -7.80386 -4.73239 -0.094
H -2.08693 -7.13209 -3.52494 0.096
H -3.78098 -8.37909 -4.82698 0.100
H -3.08569 -9.76844 -6.75169 0.100
H -0.69768 -9.90047 -7.38305 0.100
H 0.99334 -8.63248 -6.09743 0.103
H 0.29934 -7.25152 -4.16664 0.080
C -3.64083 2.64565 4.64513 -0.098
C -3.67665 1.53332 3.81251 -0.091
C -2.88731 1.49393 2.66863 -0.072
C -2.06421 2.56959 2.35457 -0.078
C -2.03608 3.68568 3.18343 -0.083
C -2.82246 3.72360 4.32886 -0.092
H -4.25153 2.67319 5.54028 0.099
H -4.32032 0.69510 4.05546 0.099
H -2.91325 0.62598 2.02179 0.078
H -1.44709 2.53919 1.46506 0.057
H -1.39953 4.52726 2.93648 0.080
H -2.79795 4.59376 4.97575 0.095
C 5.42217 2.92245 -0.86965 -0.091
C 5.90241 1.67537 -0.48680 -0.093
C 6.91142 1.06261 -1.22072 -0.101
C 7.43801 1.69516 -2.34102 -0.102
C 6.95194 2.93784 -2.72944 -0.100
C 5.94542 3.55228 -1.99329 -0.095
H 4.64031 3.40291 -0.29347 0.069
H 5.49000 1.18084 0.38548 0.100
H 7.28800 0.09161 -0.91972 0.099
H 8.22660 1.21881 -2.91186 0.099
H 7.35860 3.42875 -3.60641 0.100
H 5.56798 4.52300 -2.29503 0.101
C 1.10223 6.10985 4.86762 -0.094
C 2.11538 6.48539 5.74134 -0.101
C 3.44189 6.43678 5.32965 -0.096
C 3.75547 6.00815 4.04478 -0.088
C 2.74275 5.62388 3.17353 -0.079
C 1.41653 5.67682 3.58542 -0.082
H 0.06699 6.15373 5.18625 0.087
H 1.87072 6.81708 6.74444 0.100
H 4.23206 6.73284 6.01021 0.099
H 4.78981 5.97243 3.72284 0.101
H 2.98741 5.28478 2.17601 0.071
H 0.62723 5.38031 2.90780 0.065
C -3.68240 8.75223 6.98646 -0.098
C -2.67019 9.12982 7.86051 -0.098
C -1.34322 9.08280 7.45011 -0.093
C -1.02811 8.65397 6.16630 -0.103
C -2.03977 8.26778 5.29511 -0.102
C -3.36688 8.31817 5.70414 -0.097
H -4.71756 8.79522 7.30460 0.099
H -2.91584 9.46190 8.86278 0.099
H -0.55404 9.38042 8.13102 0.100
H 0.00623 8.61955 5.84493 0.090
H -1.79332 7.92765 4.29520 0.101
H -4.15595 8.01908 5.02380 0.101
```

Summary:
Highest occupied orbital energy = -8.60 eV
LUMO energy = -1.87 eV
Spin multiplicity = 1
M = 966.2 g/mol
E = -3441.1378 Ha
Frontier orbital gap = 6.733 eV
SMILES = CCOCc1c(CCOC(=O)CC)c(N)c2c(c1COc1cc(C)ccc1C(C)C)C(=O)C(S(=O)(=O)F)=CC2=O.c1ccccc1.c1ccccc1.c1ccccc1.c1ccccc1.c1ccccc1